Entry 1:
{"formula": "C53H82N3O8PS2", "method": "the ωB97M-V functional and the def2-TZVPD basis", "elements": ["C", "C", "C", "C", "C", "C", "C", "C", "C", "C", "C", "O", "N", "N", "C", "C", "C", "C", "C", "C", "C", "C", "C", "O", "N", "C", "C", "C", "C", "C", "C", "C", "C", "C", "C", "C", "C", "C", "C", "C", "P", "S", "S", "H", "H", "H", "H", "H", "H", "H", "H", "H", "H", "H", "H", "H", "H", "H", "H", "H", "H", "H", "H", "H", "H", "H", "H", "H", "H", "H", "H", "H", "H", "H", "H", "H", "H", "H", "H", "H", "H", "H", "H", "H", "H", "H", "H", "H", "H", "C", "C", "O", "C", "H", "H", "H", "H", "H", "H", "C", "C", "O", "C", "H", "H", "H", "H", "H", "H", "C", "C", "O", "C", "H", "H", "H", "H", "H", "H", "C", "C", "O", "C", "H", "H", "H", "H", "H", "H", "C", "C", "O", "C", "H", "H", "H", "H", "H", "H", "C", "C", "O", "C", "H", "H", "H", "H", "H", "H"], "positions_angstrom": [[-3.48382, -5.56510, -2.50290], [-2.96109, -4.92382, -3.68059], [-2.15717, -3.55250, -3.70438], [-2.82758, -2.24081, -4.24774], [-1.95980, -0.96078, -4.21251], [-0.47686, -0.97734, -3.67078], [0.16720, -2.28038, -3.13838], [-0.70039, -3.57149, -3.14026], [-0.00285, -4.90308, -2.53155], [0.76647, -5.73065, -3.67758], [0.76212, -7.27634, -3.22733], [-0.52751, -7.83916, -3.63377], [0.38733, 0.25144, -3.62853], [0.83896, 0.51546, -4.92613], [2.03442, 1.40664, -4.95590], [3.44293, 0.59053, -5.08849], [-0.33295, 1.39312, -3.02142], [-1.79071, 1.82281, -3.44689], [-2.53903, 3.02539, -2.82015], [-1.87447, 3.89271, -1.69151], [-2.71349, 5.09269, -1.05492], [-4.28922, 5.06764, -1.38236], [-5.07484, 3.85927, -0.63415], [-5.38402, 4.00315, 0.57812], [-5.40458, 2.69209, -1.46701], [-6.30773, 1.74169, -0.79652], [-7.69155, 1.44938, -1.46636], [-8.74058, 0.46061, -0.91315], [-8.42271, -0.32249, 0.39019], [-7.04759, -0.05552, 1.08228], [-5.99569, 0.96258, 0.50948], [-0.42072, 3.48966, -1.23238], [0.22963, 4.35626, -0.05426], [1.70957, 4.90830, -0.37153], [2.07908, 6.26690, 0.41056], [3.44871, 6.15011, 1.28941], [4.77442, 6.04103, 0.39267], [5.15046, 4.53251, -0.06091], [5.04907, 3.45045, 1.12698], [0.32520, 2.26564, -1.88380], [2.06696, 1.70494, -1.32706], [1.91408, 1.11701, 0.55434], [-2.55938, 0.72804, -4.75581], [-2.86492, -5.84294, -1.58425], [-4.59594, -5.86217, -2.53477], [-3.11758, -5.45974, -4.67436], [-3.89256, -2.18278, -4.64071], [1.23279, -2.30468, -2.72511], [-0.76845, -5.55814, -1.96145], [0.70299, -4.50229, -1.70548], [0.24278, -5.52586, -4.66931], [1.82508, -5.27698, -3.75602], [0.90728, -7.41021, -2.07905], [1.61567, -7.81034, -3.75985], [-1.23138, -7.47195, -3.04998], [0.13050, 0.98295, -5.51255], [2.08070, 2.18565, -4.12070], [1.95863, 2.00885, -5.94264], [3.29352, -0.46832, -5.50198], [4.07237, 1.14438, -5.88872], [4.05979, 0.63211, -4.12765], [-3.59289, 3.23293, -3.23106], [-2.62931, 5.00051, 0.09648], [-2.33554, 6.13781, -1.32839], [-4.46105, 5.06268, -2.51082], [-4.75573, 6.02927, -0.95452], [-5.83628, 3.09136, -2.32521], [-7.95739, 1.98926, -2.44747], [-9.74447, 0.23682, -1.43175], [-9.18336, -1.07029, 0.78304], [-6.84611, -0.67691, 2.03129], [-4.99053, 1.11385, 1.05095], [-0.41979, 5.23172, 0.28490], [0.30431, 3.64594, 0.85926], [2.44402, 4.10543, 0.00612], [1.79455, 5.04760, -1.50831], [1.23436, 6.42379, 1.18970], [2.14332, 7.19188, -0.26027], [3.36161, 5.36037, 2.11318], [3.51710, 7.16636, 1.84412], [4.70494, 6.73115, -0.52844], [5.68776, 6.40999, 1.00374], [4.39185, 4.26579, -0.89558], [6.19635, 4.47586, -0.55485], [5.03010, 3.93954, 2.16662], [5.88600, 2.67181, 1.13288], [4.06183, 2.88982, 0.99231], [2.46004, 0.51999, -2.06325], [3.05995, 2.71950, -1.51892], [3.41452, -7.10824, -7.81231], [2.31225, -7.35226, -6.81576], [2.40483, -6.97073, -5.66387], [1.09000, -8.08675, -7.29878], [4.23032, -6.56975, -7.32495], [3.79705, -8.06120, -8.18431], [3.04000, -6.50185, -8.63985], [1.36902, -9.08333, -7.64789], [0.61189, -7.52387, -8.10348], [0.38043, -8.19027, -6.47411], [2.72176, 4.88301, 6.87477], [3.01671, 4.44519, 5.46526], [3.44952, 5.22855, 4.63609], [2.75780, 3.00393, 5.11547], [2.95602, 5.94526, 6.97945], [1.66263, 4.73458, 7.09619], [3.33596, 4.32014, 7.57409], [1.70042, 2.77110, 5.25820], [3.37521, 2.35440, 5.73790], [3.01560, 2.83371, 4.06696], [-8.02901, -7.01804, -0.01983], [-6.55751, -6.75197, -0.19559], [-5.92799, -7.25695, -1.10721], [-5.89482, -5.83698, 0.79984], [-8.37128, -7.69290, -0.80743], [-8.20836, -7.49046, 0.94839], [-8.58738, -6.08230, -0.09354], [-5.97938, -6.25702, 1.80444], [-6.35838, -4.84875, 0.76251], [-4.83624, -5.73651, 0.55031], [4.62501, 8.49019, 5.68902], [3.60323, 8.91008, 6.71123], [3.48223, 8.31504, 7.76682], [2.73591, 10.09514, 6.37787], [5.17620, 7.62480, 6.06281], [4.12665, 8.21167, 4.75797], [5.33089, 9.30513, 5.51264], [2.15388, 9.88797, 5.47729], [3.35737, 10.98121, 6.23141], [2.04708, 10.28338, 7.20439], [1.22658, -9.65141, 0.37354], [1.82737, -8.36133, 0.86600], [2.16055, -7.48336, 0.09202], [1.99978, -8.19992, 2.35315], [1.16244, -9.62802, -0.71674], [1.85791, -10.49219, 0.66906], [0.22037, -9.77231, 0.78076], [2.66546, -8.97617, 2.73660], [1.02796, -8.25622, 2.84835], [2.44313, -7.22391, 2.56213], [2.14702, 2.09083, 10.43335], [2.44224, 1.65167, 9.02399], [2.87500, 2.43280, 8.19564], [2.18179, 0.20970, 8.67814], [2.38170, 3.15240, 10.53837], [1.08781, 1.94292, 10.65460], [2.76291, 1.52506, 11.13570], [1.12416, -0.02177, 8.82143], [2.79928, -0.43959, 9.30247], [2.43930, 0.03642, 7.63092]], "fmax_ev_per_a": 5.0, "smiles": "C=Cc1cc2c(cc1CCCO)N(NCC)c1c(cc(CCC(=O)Nc3ccccc3)c(CCCCCCC)c1[PH2]=S)S2.CC(C)=O.CC(C)=O.CC(C)=O.CC(C)=O.CC(C)=O.CC(C)=O", "total_charge": 0, "e_lumo_ev": 0.0754}


Entry 2:
{"formula": "C53H49FN3O3P2Tc", "method": "the ωB97M-V functional and the def2-TZVPD basis", "elements": ["Tc", "C", "P", "C", "C", "C", "C", "C", "C", "C", "C", "C", "C", "C", "C", "C", "C", "C", "C", "C", "P", "C", "C", "C", "C", "C", "C", "C", "C", "C", "C", "C", "C", "N", "H", "H", "H", "H", "H", "H", "H", "H", "H", "H", "H", "H", "H", "H", "H", "H", "H", "H", "H", "H", "H", "H", "H", "H", "H", "H", "C", "N", "C", "C", "C", "C", "C", "C", "C", "C", "H", "H", "H", "H", "H", "H", "H", "H", "H", "H", "H", "H", "C", "C", "C", "C", "C", "C", "C", "F", "C", "C", "C", "O", "C", "C", "N", "C", "C", "O", "O", "H", "H", "H", "H", "H", "H", "H", "H", "H", "H", "H"], "positions_angstrom": [[0.28651, -0.24112, -0.60718], [0.16335, 2.27141, 2.08574], [-1.48460, 2.54128, 1.28792], [-1.09381, 2.74657, -0.46433], [-0.00906, 3.88910, -3.01435], [0.27124, 5.35926, -2.82340], [-0.79479, 6.08340, -2.05966], [-1.64189, 5.42132, -1.26584], [-1.77690, 3.91243, -1.30822], [-1.93803, 4.24763, 1.70256], [-3.28595, 4.58630, 1.56793], [-3.71827, 5.87868, 1.82587], [-2.80506, 6.84106, 2.23890], [-1.46400, 6.50901, 2.38970], [-1.03208, 5.21902, 2.12302], [0.26861, 0.80495, 2.36392], [0.20936, 0.20505, 3.58634], [-0.21396, -1.14673, 3.38457], [-0.39878, -1.29975, 2.04462], [-1.17156, -2.31326, 1.25791], [-1.88643, -1.38320, -0.15680], [-3.17680, -0.29668, 0.49129], [-3.80288, 0.56489, -0.41055], [-4.78138, 1.44696, 0.02518], [-5.12407, 1.48684, 1.37260], [-4.49843, 0.63717, 2.27442], [-3.53176, -0.26119, 1.83495], [-2.77161, -2.69088, -1.09172], [-4.15367, -2.66578, -1.28062], [-4.79602, -3.70728, -1.93953], [-4.07441, -4.79073, -2.41228], [-2.70068, -4.82982, -2.22249], [-2.05768, -3.78979, -1.57111], [-0.02800, -0.12676, 1.37583], [0.14261, 2.79472, 3.04382], [0.94475, 2.71537, 1.47427], [0.52247, 3.41438, -3.83125], [0.83472, 5.88942, -3.57809], [-0.83130, 7.16478, -2.11174], [-2.36327, 5.97330, -0.67341], [-2.83512, 3.66997, -1.16762], [-4.00387, 3.82871, 1.25786], [-4.76386, 6.13225, 1.71143], [-3.13945, 7.84827, 2.45087], [-0.75122, 7.25745, 2.71005], [0.02357, 4.98768, 2.21869], [0.36159, 0.69819, 4.53625], [-0.42818, -1.87965, 4.14783], [-1.94910, -2.78828, 1.85776], [-0.56415, -3.10086, 0.81217], [-3.53327, 0.53893, -1.46134], [-5.27552, 2.10058, -0.68299], [-5.88202, 2.17847, 1.71857], [-4.76197, 0.66994, 3.32372], [-3.03874, -0.90338, 2.55279], [-4.74458, -1.83687, -0.91911], [-5.86875, -3.66822, -2.07746], [-4.57933, -5.60301, -2.91869], [-2.12517, -5.67560, -2.57761], [-0.99086, -3.85098, -1.41588], [3.10799, -0.76387, 0.45653], [2.45917, 0.07719, -0.57409], [3.08160, -0.17693, -1.89028], [2.63512, 1.49917, -0.22736], [1.65757, 2.33781, -0.98995], [2.04560, 3.48514, -1.56824], [0.88232, 4.33049, -1.89712], [-1.28322, 3.23408, -2.58561], [-1.00896, 1.95506, -1.76914], [0.21989, 1.84117, -0.91936], [4.16617, -0.49288, 0.52936], [3.01232, -1.80862, 0.18044], [2.62056, -0.59380, 1.41540], [4.15188, 0.04486, -1.82353], [2.61752, 0.45573, -2.64044], [2.94696, -1.21643, -2.16682], [3.66885, 1.81389, -0.41123], [2.45101, 1.57678, 0.84322], [3.08982, 3.77136, -1.63537], [0.36165, 4.45163, -0.96020], [-2.01576, 3.12055, -3.38272], [-1.53790, 1.03655, -1.98884], [1.92081, -4.59132, -6.63571], [1.72020, -5.47682, -5.41746], [2.89414, -6.41566, -5.21587], [2.68501, -7.29008, -3.99591], [2.46920, -6.43553, -2.77875], [2.81344, -6.87719, -1.52407], [2.59351, -6.07177, -0.40743], [2.93555, -6.55296, 0.79639], [2.04684, -4.82952, -0.50849], [1.70031, -4.35159, -1.78217], [1.08925, -3.03416, -1.89519], [0.90946, -2.36280, -0.83906], [0.69129, -2.63834, -3.18794], [0.91503, -3.47812, -4.25135], [1.51864, -4.66282, -4.17201], [1.90718, -5.14802, -2.91451], [0.04130, -1.32788, -3.47962], [-0.62452, -1.15365, -4.47693], [0.30737, -0.40214, -2.59406], [2.26764, -5.21695, -7.45736], [2.68048, -3.83157, -6.44253], [1.00987, -4.09898, -6.97138], [0.81332, -6.07357, -5.54812], [3.81000, -5.82558, -5.10978], [2.99846, -7.02189, -6.11500], [3.53604, -7.95088, -3.83473], [1.81088, -7.93023, -4.15205], [3.25360, -7.85794, -1.38914], [1.87730, -4.21571, 0.36483], [0.57425, -3.15879, -5.22548]], "fmax_ev_per_a": 1.4, "spin_multiplicity": 2, "total_charge": 1, "e_lumo_ev": [-4.1943, -3.7012], "s_squared": 0.762}


It is found that the E values, taken in the order of the records, are -3971.94102, -3302.08006 a.u..